The following is a quantum chemistry calculation of a cluster of 2 separate species, CH3IO2 in total at a distorted geometry, from the OMol25 dataset.

Bonds (Å) are listed after each position.
Cartesian coordinates (Å):
1 C -0.10312 -1.94265 0.26938  O2 1.350, O3 1.200, H5 1.091
2 O -0.66690 -0.84137 0.81010  C1 1.350, H7 0.951
3 O 0.58223 -1.83342 -0.70953  C1 1.200
4 I 0.79155 3.24766 0.26792  H6 1.643
5 H -0.47199 -2.90328 0.63169  C1 1.091
6 H -0.10899 4.61294 0.41933  I4 1.643
7 H -0.25821 -0.07202 0.42922  O2 0.951

## Properties
Energy above the lowest of the compared OMol25 structures with the same formula, charge and spin: 0.728 eV
Total energy: -13275.9175 eV
2S+1: 3